1.
This record from the Open Molecules 2025 dataset describes a 10-piece molecular cluster, C39H64N10O13 overall in a non-equilibrium geometry. The level of theory is ωB97M-V with the def2-TZVPD basis set.

The geometry in XYZ format:
```
126
Properties=species:S:1:pos:R:3:forces:R:3:lowdin_charge:R:1
C 7.805455 -43.277052 10.069948 1.9 2.7 -6.1 -0.12
C 8.306360 -42.656943 8.743038 -2.9 1.1 -1.5 0.02
C 7.299672 -42.098192 7.760538 -1.2 -2.0 5.9 0.05
C 5.788228 -42.157618 8.242722 2.1 -1.8 3.0 -0.05
C 5.337481 -42.943478 9.558318 8.6 2.1 -3.2 0.13
C 6.536126 -43.436093 10.412952 -5.2 0.2 0.0 -0.09
N 4.738549 -41.421765 7.518926 0.6 -1.5 -3.2 -0.29
O 5.131414 -40.908598 6.331538 -2.4 -1.4 5.1 -0.03
O 3.580770 -41.584947 7.965662 2.3 1.5 -1.7 0.03
H 8.581465 -43.627300 10.614837 2.1 -1.1 2.1 0.02
H 9.438532 -42.495959 8.384763 -2.7 -0.7 1.4 0.12
H 7.657804 -41.603607 6.878422 -0.4 0.1 -0.3 0.08
H 4.400539 -43.242363 9.806254 -2.8 -0.2 0.6 0.03
H 6.349338 -43.942339 11.439425 -0.1 0.9 -2.1 0.11
C 13.165786 -46.959151 14.215001 -3.4 -0.6 -2.6 -0.08
C 12.114629 -48.061047 13.944628 0.1 -0.7 -1.9 -0.06
C 11.511711 -48.285696 12.541785 1.4 4.8 2.1 0.05
C 11.512094 -47.004730 11.606360 5.6 -0.9 5.8 -0.14
C 12.487249 -45.816147 11.872972 -1.1 -6.4 4.5 0.12
C 13.378056 -45.919316 13.211839 -3.0 -1.9 -2.2 -0.03
N 10.633757 -46.941490 10.568184 -6.5 0.5 -3.2 -0.33
O 9.793056 -47.879925 10.280543 3.3 1.3 1.2 0.02
O 10.386920 -45.820240 10.060000 1.5 -1.2 0.7 0.01
H 13.578623 -46.932796 15.251117 0.0 0.1 -1.3 0.10
H 11.807491 -48.894520 14.824937 1.2 2.5 -2.7 0.14
H 10.942444 -49.183857 12.243486 0.2 0.8 0.4 0.09
H 12.356891 -45.078145 11.144257 0.6 1.5 -0.6 0.05
H 14.191721 -45.221080 13.336922 -0.2 0.3 0.0 0.07
C 7.887797 -47.736007 15.617958 2.7 3.0 5.2 -0.11
C 8.563867 -46.829774 16.754562 0.0 3.5 -7.2 0.03
C 9.057410 -45.507799 16.134002 1.8 -2.1 -1.7 0.02
C 9.348299 -45.248579 14.576846 -6.5 -4.8 1.2 -0.08
C 8.369839 -46.110815 13.736443 2.8 2.0 0.9 0.08
C 7.697786 -47.408436 14.375681 3.3 7.4 -4.0 -0.10
N 9.956312 -43.983392 14.049937 -1.3 -1.6 0.2 -0.39
O 9.602294 -43.622938 12.940435 0.4 0.0 0.4 0.05
O 10.739418 -43.438932 14.783188 0.4 0.5 0.1 0.08
H 7.615120 -48.703801 15.742823 -1.1 -2.8 1.7 0.06
H 8.559601 -46.927692 17.825124 -0.2 -0.4 0.0 0.06
H 9.583103 -44.645902 16.609436 -0.8 -1.1 0.7 0.08
H 8.338152 -45.742491 12.542557 -0.3 -1.6 3.4 0.15
H 7.118342 -47.793123 13.622119 -1.2 -2.0 -1.1 0.07
C -0.103017 -41.762351 12.217374 -2.7 2.0 -1.4 -0.27
O -1.215959 -41.077055 11.988798 5.4 -3.2 1.4 -0.11
N 0.093869 -43.038251 11.784811 -2.2 -2.0 -0.2 -0.19
C 1.363821 -43.808162 11.998755 -0.5 0.7 -1.9 -0.07
C -1.063206 -43.799218 11.162669 -1.7 -1.5 0.4 -0.08
H 0.900994 -41.360799 12.689390 -2.1 -0.3 -0.6 0.16
H 1.610875 -43.661791 12.969618 0.8 0.7 3.3 0.00
H 2.124441 -43.165004 11.448671 -0.4 -2.1 0.1 0.11
H 1.326969 -44.978356 12.015290 -0.2 2.5 -1.3 0.13
H -2.199458 -43.721138 11.743198 3.7 -0.2 -1.3 0.15
H -0.812544 -44.946410 10.862603 -0.2 2.7 1.6 0.11
H -1.263401 -43.432941 10.169091 -0.1 0.7 -0.2 0.04
C 6.406060 -42.219520 3.521155 9.0 -3.0 -2.6 -0.35
O 7.592990 -42.677161 3.462950 -1.8 0.2 2.0 -0.05
N 5.931312 -41.817002 2.439596 -5.2 3.5 -5.0 -0.19
C 4.573021 -41.106912 2.451439 1.8 -0.5 1.0 -0.01
C 6.578130 -41.807805 1.143591 0.9 1.0 -0.3 -0.05
H 5.746226 -42.047232 4.199068 -3.3 0.3 6.0 0.06
H 4.076681 -41.239550 3.397971 0.0 -0.7 0.7 0.06
H 4.081099 -41.805943 1.772784 -1.0 1.7 -0.7 0.10
H 4.685070 -39.959332 2.519922 -0.3 -1.7 -1.7 0.13
H 6.717541 -42.822894 0.671738 0.2 1.1 0.8 0.11
H 7.501377 -41.178362 1.294752 -0.3 -1.3 -0.5 0.11
H 5.989720 -41.177680 0.446263 -0.1 -0.6 0.5 0.08
C 2.992456 -44.478974 6.548054 12.7 -11.1 -1.4 -0.25
O 3.856379 -44.582904 5.638180 -2.1 0.8 1.7 -0.02
N 2.990315 -45.346517 7.623918 1.5 -0.7 -1.6 -0.15
C 2.006553 -45.265674 8.623295 -3.1 2.2 -1.1 -0.11
C 3.942321 -46.542126 7.832243 -0.5 -0.1 -4.0 0.00
H 2.327811 -43.905824 6.596085 -10.1 9.3 0.4 0.02
H 1.167704 -45.918301 8.568857 -0.4 -1.6 -0.5 0.08
H 1.387925 -44.322053 8.722292 1.3 -0.1 -0.8 0.12
H 2.393310 -45.341773 9.546323 1.7 -0.6 3.4 0.01
H 3.308154 -47.551559 7.704012 1.8 2.3 0.6 0.13
H 4.408518 -46.303814 8.716386 0.4 -0.4 2.9 0.02
H 4.956204 -46.550839 7.177873 -3.0 0.2 0.5 0.13
C 3.813972 -46.125916 12.865864 -0.1 4.3 -3.1 -0.22
O 3.795468 -45.530797 11.714053 0.3 -2.3 3.9 -0.08
N 4.114833 -45.411202 14.008121 -0.6 -3.5 1.2 -0.19
C 4.158273 -46.021828 15.327875 -3.3 -1.0 1.3 -0.07
C 4.355024 -44.024903 13.998378 -3.1 2.5 1.1 -0.08
H 3.435544 -47.144546 12.933148 0.4 -0.2 0.6 0.13
H 3.514566 -45.349026 15.983573 1.5 -0.5 -0.3 0.11
H 5.083993 -46.385406 15.803449 0.1 0.9 -0.6 0.07
H 3.477940 -46.920650 15.397786 0.7 0.5 -0.7 0.09
H 4.523247 -43.403850 14.919518 0.0 -1.8 0.0 0.12
H 3.487996 -43.450817 13.594773 0.9 -0.6 -0.5 0.08
H 5.182410 -43.975913 13.456805 3.4 1.7 -2.8 0.02
C 7.459585 -38.265115 8.321249 2.6 1.3 0.5 -0.35
O 8.570214 -38.622828 8.741013 -0.7 0.4 -1.7 -0.02
N 6.450239 -38.308969 9.166331 -2.6 1.0 0.3 -0.19
C 5.038387 -38.141579 8.808768 -1.0 -1.1 1.1 -0.06
C 6.673658 -38.709607 10.552466 -2.6 -0.3 0.9 -0.05
H 7.248623 -37.600031 7.393123 0.4 -1.6 0.8 0.16
H 4.721855 -37.231363 9.304620 -0.7 -0.2 0.8 0.08
H 4.505735 -39.118660 9.120147 0.4 1.8 0.0 0.11
H 4.632954 -37.963510 7.820569 1.4 -0.2 -0.9 0.08
H 7.146580 -38.058864 11.299234 1.3 0.0 -1.2 0.09
H 6.980490 -39.715579 10.415665 1.1 -0.9 1.0 0.07
H 5.706911 -38.775325 11.154004 0.4 -0.1 -1.6 0.09
C 12.203238 -42.376459 7.506367 -1.0 2.7 -5.1 -0.26
O 12.289945 -41.235945 6.963381 -0.5 -3.3 1.6 -0.02
N 11.631671 -43.481953 6.876098 1.6 -1.6 3.7 -0.24
C 11.728546 -44.772889 7.508415 6.0 -0.5 -0.4 -0.09
C 10.982822 -43.542219 5.670765 -1.3 2.9 -5.5 -0.11
H 12.604061 -42.544624 8.455698 0.6 -0.7 1.7 0.10
H 12.550185 -45.591996 6.862877 -2.9 2.3 1.8 0.18
H 10.873830 -45.193648 7.860551 -2.9 -1.5 -0.2 0.02
H 12.237695 -44.626912 8.479612 0.3 0.0 -0.4 0.05
H 10.010809 -43.036787 5.738764 -0.2 -0.2 -0.1 0.08
H 10.745554 -44.500426 5.034856 1.2 1.3 2.1 0.14
H 11.559373 -42.795117 4.981614 -1.0 -1.4 0.6 0.12
C 5.010010 -40.422745 13.169185 2.0 -6.0 -3.6 -0.32
O 4.785917 -41.424051 12.437423 -0.2 1.7 0.8 -0.04
N 6.236903 -40.126530 13.504903 2.3 4.4 2.6 -0.15
C 6.560922 -38.889718 14.349633 -1.6 1.1 1.6 -0.04
C 7.465776 -40.770268 13.137458 -2.0 -5.7 -1.1 -0.06
H 4.243295 -40.004297 13.643959 -3.1 2.7 1.9 0.10
H 5.751313 -38.311731 15.019037 0.6 -2.1 -1.8 0.12
H 6.892980 -37.990053 13.778573 0.5 -1.2 0.0 0.08
H 7.236566 -39.199206 15.173813 0.2 0.2 -1.0 0.08
H 8.300124 -40.210397 13.060606 2.2 2.8 -0.6 0.05
H 7.350677 -41.407169 12.169161 0.0 1.3 1.6 0.11
H 7.819817 -41.538555 13.904046 -0.9 0.7 -0.5 0.11
```
Positions in Å, forces in eV/Å.

electronic energy = -82965.396 eV
HOMO level = -0.3100 hartree
total charge = 0
SMILES = O=[N+]([O-])c1ccccc1.O=[N+]([O-])c1ccccc1.O=[N+]([O-])c1ccccc1.CN(C)C=O.CN(C)C=O.CN(C)C=O.CN(C)C=O.CN(C)C=O.CN(C)C=O.CN(C)C=O
HOMO-LUMO gap = 6.47 eV

---

2.
This record from the Open Molecules 2025 dataset describes a 10-piece molecular cluster, C39H64N10O13 overall in a non-equilibrium geometry. The level of theory is ωB97M-V with the def2-TZVPD basis set.

The geometry in XYZ format:
```
126
Properties=species:S:1:pos:R:3:forces:R:3:lowdin_charge:R:1
C -1.147286 -1.417738 -0.874103 8.8 3.3 4.4 0.01
C 0.179714 -1.025738 -1.599103 -0.8 -0.3 4.3 -0.01
C 1.342714 -0.664738 -0.817103 -1.1 0.4 2.3 0.02
C 1.251714 -0.512738 0.723897 -4.7 -2.0 -3.0 -0.07
C -0.082286 -0.895738 1.410897 1.6 0.2 -7.1 0.08
C -1.256286 -1.340738 0.568897 3.7 0.6 -1.4 -0.02
N 2.374714 -0.126738 1.525897 3.3 -0.4 1.6 -0.31
O 2.206714 -0.119738 2.768897 -0.2 0.3 -1.9 0.01
O 3.554714 0.051262 1.052897 -3.8 -0.4 0.4 0.02
H -1.873286 -1.668738 -1.448103 -4.9 -1.8 -3.5 -0.02
H 0.264714 -1.039738 -2.681103 -0.2 -0.1 0.2 0.07
H 2.348714 -0.417738 -1.259103 -1.4 -0.3 0.3 0.10
H -0.128286 -0.703738 2.404897 -0.3 0.2 2.9 0.03
H -2.170286 -1.718738 0.994897 -0.1 0.4 0.4 0.05
C -3.003286 1.880262 -3.463103 -4.2 1.5 2.1 -0.06
C -4.266286 2.776262 -2.962103 1.0 -5.5 1.2 0.03
C -5.343286 1.974262 -2.175103 1.8 2.3 -3.4 -0.01
C -5.336286 0.516262 -2.219103 3.4 0.7 -0.1 -0.10
C -4.095286 -0.156738 -2.634103 -0.3 3.6 -1.6 0.06
C -2.907286 0.512262 -3.327103 -5.2 1.4 2.9 -0.05
N -6.574286 -0.322738 -1.819103 -0.7 -0.9 -2.6 -0.30
O -6.482286 -1.563738 -1.960103 0.2 2.7 1.0 0.04
O -7.663286 0.273262 -1.755103 2.2 -0.7 0.7 0.05
H -2.088286 2.251262 -3.806103 0.8 1.7 -0.8 0.03
H -4.284286 3.889262 -3.133103 -0.1 -1.5 0.5 0.08
H -6.199286 2.649262 -1.855103 1.0 -1.5 -0.2 0.11
H -4.039286 -1.177738 -2.702103 -0.3 -2.5 0.4 0.04
H -1.971286 0.123262 -3.623103 0.4 -1.4 -0.1 0.07
C -4.475286 -4.112738 -1.326103 -2.2 -2.9 -4.9 -0.11
C -5.350286 -5.219738 -1.969103 1.2 0.0 3.1 0.01
C -6.067286 -6.113738 -1.013103 3.9 5.6 2.2 0.01
C -6.017286 -5.890738 0.471897 4.8 4.9 -1.9 -0.05
C -5.083286 -4.667738 0.948897 -1.9 -2.3 -4.1 0.14
C -4.369286 -3.760738 -0.067103 -4.3 -5.9 4.6 -0.07
N -6.807286 -6.693738 1.435897 -1.9 4.1 1.5 -0.35
O -7.016286 -6.143738 2.577897 1.5 -1.9 -2.5 0.01
O -7.529286 -7.542738 0.985897 0.5 -1.2 -0.1 0.08
H -3.849286 -3.508738 -1.951103 0.0 0.0 -1.1 0.06
H -5.214286 -5.393738 -3.129103 -0.8 0.3 2.8 0.12
H -6.712286 -6.837738 -1.198103 -2.6 -3.3 -1.9 0.03
H -4.971286 -4.555738 1.990897 0.0 0.3 1.0 0.06
H -3.692286 -3.075738 0.223897 1.8 2.4 1.3 0.03
C -1.139286 3.149262 3.765897 3.8 -0.4 1.1 -0.29
O -1.943286 3.856262 3.211897 -0.3 -0.6 0.3 0.02
N 0.142714 3.659262 4.209897 -3.7 -2.8 -0.5 -0.24
C 1.184714 2.770262 4.680897 0.1 -0.1 1.2 -0.09
C 0.487714 4.984262 4.056897 4.1 0.7 -0.9 -0.11
H -1.159286 1.977262 3.980897 -0.4 2.1 -0.5 0.16
H 1.347714 1.899262 4.087897 0.0 -0.5 -0.9 0.04
H 0.748714 2.433262 5.602897 0.6 -0.6 1.0 0.08
H 2.211714 3.198262 4.879897 -1.5 0.1 -0.4 0.11
H 0.813714 5.010262 2.974897 2.0 0.2 0.8 0.12
H 1.260714 5.230262 4.934897 -1.7 0.3 -2.5 0.14
H -0.187286 5.691262 3.735897 -2.9 1.5 1.4 0.05
C 0.974714 2.577262 -3.711103 1.8 -2.4 3.7 -0.33
O 1.319714 1.376262 -3.499103 -0.9 2.5 -1.0 -0.05
N 0.394714 3.026262 -4.800103 -1.0 2.4 0.1 -0.18
C -0.070286 4.473262 -4.803103 -3.0 -2.5 2.7 -0.01
C 0.154714 2.141262 -5.880103 1.1 0.0 -4.1 -0.08
H 1.165714 3.342262 -2.852103 -0.3 -0.9 -1.5 0.16
H -0.986286 4.488262 -5.392103 0.2 0.2 -0.3 0.08
H 0.647714 5.123262 -5.124103 1.9 1.6 -1.1 0.04
H -0.437286 4.822262 -3.734103 1.0 -1.0 -2.0 0.13
H -0.613286 1.403262 -5.863103 -1.3 -0.2 1.1 0.06
H 1.031714 1.478262 -6.080103 -0.2 0.8 0.3 0.09
H -0.058286 2.684262 -6.903103 0.6 -0.6 2.2 0.13
C 6.477714 1.749262 1.205897 2.8 1.7 -5.7 -0.19
O 6.513714 2.355262 0.026897 -0.1 -2.4 5.3 -0.10
N 7.640714 1.306262 1.833897 -3.4 1.5 -4.9 -0.20
C 7.562714 0.596262 3.028897 1.1 5.2 1.1 -0.07
C 9.010714 1.626262 1.294897 -1.7 -2.1 -0.2 0.01
H 5.513714 1.457262 1.601897 -0.1 0.0 0.6 0.10
H 7.829714 1.366262 3.760897 -0.1 -0.9 1.1 0.12
H 8.255714 -0.063738 2.882897 4.7 -4.0 0.4 0.03
H 6.790714 0.012262 3.260897 -4.1 -1.4 0.5 0.06
H 9.106714 2.010262 0.288897 -1.0 0.2 -0.1 0.08
H 9.626714 0.707262 1.303897 -0.2 0.5 0.5 0.10
H 9.235714 2.354262 1.983897 2.0 1.7 1.4 0.06
C 2.072714 -1.162738 7.698897 4.7 0.3 6.5 -0.25
O 1.862714 -1.461738 8.905897 0.0 0.3 -3.1 -0.02
N 3.314714 -0.751738 7.287897 1.5 0.5 0.9 -0.11
C 3.546714 -0.145738 6.022897 2.3 6.4 1.8 -0.07
C 4.490714 -0.618738 8.205897 -4.5 -4.2 -6.9 0.03
H 1.412714 -1.086738 6.963897 -3.5 0.0 -3.2 0.09
H 3.280714 -0.764738 5.355897 -0.8 -4.8 -5.6 0.00
H 4.531714 0.468262 5.827897 -1.0 -2.5 0.8 0.14
H 3.012714 0.741262 5.639897 -1.3 0.1 1.3 0.07
H 4.598714 -1.386738 8.751897 -0.2 -5.8 4.5 0.04
H 4.344714 0.116262 8.702897 -1.6 9.2 6.5 0.01
H 5.383714 -0.604738 7.818897 4.5 0.7 -3.6 0.06
C -4.449286 0.354262 2.120897 1.6 -5.3 -2.4 -0.19
O -4.490286 -0.670738 1.294897 -0.3 4.4 2.4 -0.12
N -3.755286 0.075262 3.310897 0.6 2.2 -2.1 -0.18
C -3.986286 0.959262 4.471897 -2.7 -3.6 -0.7 -0.05
C -3.009286 -1.173738 3.601897 -2.1 1.8 -1.5 -0.01
H -4.879286 1.392262 1.757897 0.9 -1.9 1.6 0.17
H -3.316286 0.665262 5.252897 0.1 0.1 0.5 0.07
H -5.044286 0.529262 4.611897 1.2 1.8 1.5 0.13
H -3.942286 1.977262 4.261897 0.0 1.7 -0.5 0.05
H -3.600286 -2.006738 3.434897 -1.3 -1.7 -0.7 0.07
H -2.863286 -1.163738 4.601897 0.5 0.1 3.3 0.05
H -2.072286 -1.340738 3.180897 1.5 0.4 -1.3 0.04
C 3.821714 2.453262 -2.138103 -0.2 1.4 3.4 -0.36
O 3.353714 3.297262 -1.336103 0.8 -1.9 -1.5 -0.02
N 4.162714 2.756262 -3.370103 0.8 -1.1 -1.0 -0.19
C 4.280714 1.711262 -4.358103 -2.5 -2.4 2.4 -0.05
C 4.340714 4.122262 -3.698103 -0.9 1.3 -3.6 -0.06
H 4.223714 1.454262 -1.888103 -1.0 -0.1 0.5 0.14
H 3.471714 1.795262 -4.990103 -1.1 0.9 -2.6 0.04
H 3.973714 0.601262 -4.126103 0.5 2.1 1.3 0.14
H 5.205714 1.535262 -4.705103 3.3 0.3 -1.9 0.05
H 4.920714 4.651262 -3.005103 1.1 0.4 1.2 0.07
H 3.376714 4.656262 -3.710103 0.1 -0.1 -0.1 0.08
H 4.807714 4.295262 -4.757103 -0.8 -0.7 1.9 0.13
C -1.687286 -4.006738 -3.975103 -2.0 5.1 -2.9 -0.28
O -2.185286 -2.879738 -3.720103 1.1 -1.6 0.6 -0.04
N -1.239286 -4.219738 -5.225103 1.1 -2.1 0.3 -0.15
C -0.590286 -5.601738 -5.548103 -0.6 1.0 -0.5 -0.02
C -1.004286 -3.128738 -6.163103 -5.0 -1.1 -0.5 -0.05
H -1.797286 -4.800738 -3.343103 0.1 -2.4 1.8 0.11
H -0.976286 -6.400738 -4.896103 -0.2 0.7 0.1 0.07
H 0.476714 -5.424738 -5.224103 -0.8 -0.8 -1.4 0.10
H -0.887286 -6.029738 -6.629103 1.3 1.6 2.2 0.13
H -0.692286 -2.166738 -5.969103 0.1 2.1 2.4 0.06
H -1.888286 -2.992738 -6.888103 1.1 -0.4 1.1 0.13
H -0.226286 -3.394738 -6.696103 3.8 -2.0 -3.2 0.02
```
Positions in Å, forces in eV/Å.

electronic energy = -82969.234 eV
HOMO level = -0.3206 hartree
total charge = 0
SMILES = O=[N+]([O-])c1ccccc1.O=[N+]([O-])c1ccccc1.O=[N+]([O-])c1ccccc1.CN(C)C=O.CN(C)C=O.CN(C)C=O.CN(C)C=O.CN(C)C=O.CN(C)C=O.CN(C)C=O
HOMO-LUMO gap = 7.41 eV

---

Q: HOMO-LUMO gap of number 1 (C39H64N10O13)?
A: 6.47 eV

---

Q: The lowest electronic energy belongs to which entry?
A: number 2

---

Q: Which value of electronic energy does entry 2 give?
A: -82969.234 eV